Molecular formula: C26H32N11NaO2PS3
Method: DFT, wB97M-V/def2-TZVPD

Output
Energy above the lowest of the compared OMol25 structures with the same formula, charge and spin in kcal per mole: 12.9
Net charge: -1
Highest occupied orbital energy in eV: -4.5253
Orbital gap in eV: 6.563
Molecular weight in g/mol: 680.78

CARTESIAN COORDINATES (ANGSTROEM)
Na -0.219524 0.757264 0.021744
N -3.811976 2.963431 -2.398383
C -2.656204 2.356371 -1.953221
S -1.924483 3.005432 -0.553840
N -2.314574 1.321019 -2.705447
N -1.236890 0.645299 -2.257604
C -0.814899 -0.291125 -3.017655
C 0.379396 -1.059334 -2.652732
C 0.802680 -2.125880 -3.448528
C 1.954642 -2.808249 -3.104321
C 2.662447 -2.410860 -1.980795
C 2.167374 -1.343160 -1.245544
N 1.059180 -0.687928 -1.561895
H -3.947796 3.905757 -2.077245
H -4.058711 2.756652 -3.354276
H -1.312098 -0.513397 -3.963209
H 0.227531 -2.401556 -4.323706
H 2.300008 -3.638847 -3.708356
H 3.575378 -2.905905 -1.678829
H 2.685736 -0.984026 -0.361818
O 3.867881 1.846103 -0.735830
C 4.549958 1.897286 0.419418
C 5.913242 2.201838 0.367145
C 6.659551 2.267933 1.527034
C 6.063391 2.032082 2.763397
C 4.715259 1.725219 2.815567
C 3.938907 1.648504 1.660272
C 2.483485 1.292872 1.716028
O 1.820697 1.327783 0.633480
N 2.035117 0.937628 2.905044
N 0.691694 0.606826 2.891307
C 0.275863 0.241999 4.030081
S 1.336814 0.100200 5.449455
C 0.001539 -0.397296 6.574027
C -1.034613 -1.179416 5.785826
S -1.401997 -0.228754 4.292420
H 2.921323 1.661151 -0.466937
H 6.355195 2.386723 -0.603860
H 7.714631 2.509933 1.469725
H 6.646025 2.089822 3.674072
H 4.223365 1.534077 3.760078
H -0.450563 0.486097 7.024821
H 0.442001 -1.010101 7.361638
H -1.964509 -1.293707 6.343152
H -0.655828 -2.165728 5.516300
N 1.508859 -3.364027 1.515968
C 1.153598 -4.347906 0.625596
C 0.001682 -3.905127 0.045315
N -0.354417 -2.680563 0.559173
C 0.571999 -2.385718 1.436301
H 2.326294 -3.340521 2.098121
H 1.740971 -5.238204 0.485680
H -0.580601 -4.386793 -0.723414
H 0.622595 -1.476511 2.017068
C -5.680503 -1.997807 0.480647
N -5.006891 -2.051597 1.775782
C -5.554727 -0.991680 2.620075
N -5.500125 0.344984 2.036216
C -6.156916 0.304765 0.731365
N -5.614811 -0.700174 -0.178425
C -4.238171 -0.358332 -0.569039
P -3.032579 -0.278670 0.850913
C -3.554917 -1.896692 1.608275
C -4.110495 0.809872 1.908419
H -6.735414 -2.243209 0.639509
H -5.241634 -2.752876 -0.175713
H -5.013997 -0.984004 3.569974
H -6.604551 -1.230124 2.817706
H -6.073251 1.286904 0.262516
H -7.215451 0.078031 0.893823
H -4.250786 0.608167 -1.070929
H -3.882281 -1.086436 -1.302454
H -3.066266 -2.010974 2.579375
H -3.176902 -2.703639 0.976230
H -4.098847 1.804781 1.455816
H -3.676768 0.904350 2.905176

Forces on the atoms, in the same order (eV/Å):
Na -0.178 0.123 -0.026
N -0.010 -0.003 -0.005
C -0.005 0.041 -0.008
S -0.043 -0.043 0.076
N -0.053 -0.027 -0.096
N 0.045 0.006 0.020
C 0.008 -0.034 -0.001
C 0.040 -0.013 0.015
C -0.020 0.012 -0.014
C 0.013 -0.010 -0.007
C 0.003 0.009 -0.005
C -0.010 0.025 -0.007
N 0.007 -0.040 0.001
H -0.004 0.008 0.008
H 0.002 0.001 0.011
H -0.017 -0.007 0.008
H 0.003 0.002 0.001
H -0.003 0.001 -0.001
H -0.001 -0.002 -0.002
H -0.003 -0.005 -0.005
O 0.109 0.023 -0.017
C -0.016 0.000 -0.046
C 0.010 0.004 -0.008
C -0.011 0.002 -0.010
C -0.008 -0.003 0.011
C 0.003 -0.009 0.007
C -0.038 -0.025 0.019
C 0.015 -0.094 0.048
O 0.192 0.053 0.061
N 0.036 0.043 0.041
N -0.013 0.012 -0.033
C 0.036 -0.056 -0.043
S -0.008 0.007 -0.024
C 0.012 -0.026 0.019
C -0.002 0.026 0.010
S -0.034 0.020 0.019
H -0.053 0.000 0.009
H 0.002 0.000 0.006
H -0.002 -0.001 -0.001
H -0.002 0.000 -0.003
H -0.002 0.001 -0.002
H -0.006 0.011 -0.004
H -0.001 0.010 0.004
H 0.001 -0.006 -0.002
H 0.006 0.000 -0.015
N 0.005 0.014 0.023
C 0.010 -0.015 -0.034
C 0.039 0.032 0.025
N -0.046 -0.131 -0.019
C -0.090 0.062 -0.047
H 0.018 0.005 0.015
H -0.004 0.006 -0.004
H -0.011 -0.002 0.023
H 0.005 -0.005 0.022
C -0.001 -0.002 0.001
N 0.000 -0.002 -0.003
C 0.004 0.006 0.005
N 0.010 0.000 -0.012
C 0.017 -0.006 0.011
N 0.011 0.009 0.006
C -0.048 -0.029 -0.006
P 0.071 0.002 0.002
C 0.018 -0.020 0.033
C -0.050 0.002 -0.058
H -0.004 0.002 -0.003
H 0.001 0.000 0.000
H -0.002 0.000 0.001
H -0.001 0.000 0.000
H 0.000 0.002 0.000
H -0.001 0.000 -0.002
H 0.013 0.017 -0.014
H 0.021 -0.009 0.011
H -0.011 0.022 -0.014
H 0.011 0.006 -0.006
H -0.004 0.008 0.015
H 0.018 -0.010 0.020

Table of Löwdin atomic charges, one value per atom, all in e:
1. Na 0.0986
2. N 0.0270
3. C -0.9675
4. S 0.5216
5. N -0.0523
6. N -0.0262
7. C -0.1132
8. C -0.2588
9. C -0.0374
10. C -0.0835
11. C -0.0732
12. C -0.1342
13. N 0.1171
14. H 0.0534
15. H 0.0757
16. H 0.1074
17. H 0.1032
18. H 0.0996
19. H 0.0982
20. H 0.1080
21. O 0.0457
22. C -0.2764
23. C -0.0288
24. C -0.1101
25. C -0.1142
26. C -0.0410
27. C -0.0754
28. C -0.4386
29. O -0.0961
30. N -0.0044
31. N -0.0828
32. C -0.9319
33. S 0.8864
34. C -0.5581
35. C -0.5374
36. S 0.8993
37. H 0.0622
38. H 0.1089
39. H 0.0924
40. H 0.0875
41. H 0.0992
42. H 0.0677
43. H 0.0674
44. H 0.0724
45. H 0.0737
46. N 0.0589
47. C -0.1249
48. C -0.1647
49. N 0.0704
50. C -0.1953
51. H 0.1467
52. H 0.0988
53. H 0.0942
54. H 0.0948
55. C -0.2128
56. N -0.1573
57. C -0.2085
58. N -0.1548
59. C -0.2026
60. N -0.1518
61. C -0.3251
62. P 1.0161
63. C -0.3551
64. C -0.3406
65. H 0.1172
66. H 0.1206
67. H 0.1195
68. H 0.1173
69. H 0.1254
70. H 0.1178
71. H 0.0532
72. H 0.0857
73. H 0.0482
74. H 0.0684
75. H 0.0655
76. H 0.0437